{
  "formula": "C3H9NO",
  "method": "ωB97M-V/def2-TZVPD",
  "elements": ["C", "C", "H", "H", "H", "H", "N", "C", "O", "H", "H", "H", "H", "H"],
  "xyz": [[-2.9117, 3.9648, -3.1596], [-3.4931, 3.7843, -4.3873], [-1.8888, 3.8783, -3.0597], [-3.3546, 4.2261, -2.1066], [-3.0717, 3.6916, -5.3558], [-4.6343, 3.8935, -4.6317], [2.9813, -3.1767, 3.7489], [2.5110, -2.5170, 2.5558], [1.2256, -3.0558, 2.2673], [2.4161, -2.8087, 4.6374], [3.1136, -4.2036, 3.6944], [2.4032, -1.5372, 2.6005], [3.3863, -2.5545, 1.8663], [1.3171, -3.5851, 1.3301]],
  "mulliken_charge": [-0.412, -0.449, 0.237, 0.198, 0.258, 0.168, -0.537, -0.358, -0.559, 0.227, 0.230, 0.360, 0.307, 0.330],
  "de_lowest_kcal_mol": 83.0,
  "smiles": "C=C.NCO",
  "homo_lumo_gap_ev": 10.0,
  "homo_ha": -0.3363,
  "total_charge": 0
}

---

{
  "formula": "C19H23N3O2PdS2Te",
  "method": "ωB97M-V/def2-TZVPD",
  "elements": ["Pd", "N", "C", "C", "O", "O", "H", "H", "H", "H", "C", "C", "N", "C", "C", "S", "C", "C", "S", "C", "N", "C", "H", "H", "H", "H", "H", "H", "H", "H", "C", "C", "C", "C", "C", "C", "Te", "C", "C", "C", "H", "H", "H", "H", "H", "H", "H", "H", "H", "H", "H"],
  "xyz": [[0.6034, 0.5122, 2.0472], [0.8926, 0.8582, 4.2150], [-0.4193, 0.5903, 4.8636], [-1.5715, 0.7500, 3.8699], [-2.6359, 1.1887, 4.1904], [-1.3039, 0.3147, 2.6392], [1.6157, 0.2480, 4.5821], [1.1986, 1.8129, 4.3813], [-0.5756, 1.2306, 5.7291], [-0.4222, -0.4436, 5.2128], [2.0451, 3.7332, 1.0748], [2.9350, 2.5375, 1.0858], [2.5338, 1.3269, 1.3817], [3.5617, 0.4025, 1.3187], [4.7617, 0.9360, 0.9809], [4.6051, 2.6209, 0.7261], [3.2111, -0.9852, 1.6085], [3.9752, -2.1074, 1.5886], [3.0274, -3.4667, 2.0157], [1.6484, -2.4818, 2.2038], [1.8983, -1.2179, 1.9579], [0.3157, -3.0045, 2.6122], [1.0244, 3.4416, 1.3304], [2.0382, 4.2045, 0.0922], [2.3849, 4.4773, 1.7953], [5.7095, 0.4371, 0.8716], [5.0210, -2.2028, 1.3521], [0.3311, -4.0877, 2.7062], [-0.4435, -2.7262, 1.8800], [0.0193, -2.5805, 3.5725], [-3.6601, -0.7151, -6.0545], [-2.9674, -0.5112, -4.7534], [-3.6730, -0.5756, -3.5421], [-3.0507, -0.3812, -2.3328], [-3.8177, -0.4492, -1.0477], [-1.6513, -0.1178, -2.3446], [-0.7417, 0.2011, -0.5361], [-0.9090, -0.0439, -3.5531], [0.5612, 0.2434, -3.5904], [-1.5898, -0.2470, -4.7294], [-4.7198, -0.9192, -5.9256], [-3.2047, -1.5461, -6.5977], [-3.5470, 0.1716, -6.6825], [-4.7354, -0.7803, -3.5647], [-4.8746, -0.6254, -1.2363], [-3.7462, 0.4847, -0.4829], [-3.4639, -1.2658, -0.4123], [1.0098, 0.3307, -2.5969], [0.7544, 1.1776, -4.1189], [1.0924, -0.5505, -4.1157], [-1.0508, -0.2000, -5.6678]],
  "mulliken_charge": [0.653, -0.465, -0.346, 0.526, -0.534, -0.505, 0.255, 0.246, 0.354, 0.264, -1.183, 0.435, 0.329, -0.098, -0.322, -0.097, -0.554, -0.296, -0.084, 0.124, 0.458, -0.788, 0.200, 0.361, 0.362, 0.445, 0.453, 0.447, 0.163, 0.145, -1.442, 0.702, -0.974, 0.733, -2.058, 0.514, 0.839, 0.726, -1.501, -0.617, 0.371, 0.376, 0.373, 0.331, 0.388, 0.467, 0.412, 0.162, 0.361, 0.378, 0.515],
  "s2": 6.026,
  "de_lowest_kcal_mol": 0.0,
  "spin_multiplicity": 5,
  "homo_lumo_gap_ev": [9.2, 5.5],
  "homo_ha": [-0.5315, -0.5316],
  "total_charge": 2
}

---

{
  "formula": "C4H12N3",
  "method": "ωB97M-V/def2-TZVPD",
  "elements": ["C", "C", "C", "C", "N", "N", "N", "H", "H", "H", "H", "H", "H", "H", "H", "H", "H", "H", "H"],
  "xyz": [[2.2352, 0.7825, 0.4157], [1.3079, -0.3201, 0.0848], [0.5397, -0.5861, -1.2395], [-0.2170, -0.2586, -0.0062], [-1.1120, -1.2948, 0.6859], [-0.9413, 0.9970, -0.0634], [-2.3345, 0.6338, -0.2491], [1.8790, 1.8398, -0.0136], [3.2898, 0.6866, -0.0242], [2.2303, 0.9772, 1.4440], [1.7644, -1.3109, 0.5836], [0.6847, 0.3200, -1.9728], [0.7136, -1.6048, -1.5926], [-1.0877, -2.2834, 0.4730], [-2.0162, -0.6804, 0.2606], [-0.9385, -1.3749, 1.7260], [-0.8003, 1.4713, 0.8528], [-2.8954, 1.4647, -0.0865], [-2.3017, 0.5411, -1.2783]],
  "mulliken_charge": [-1.463, 0.293, -0.857, 0.089, -0.243, -0.306, -0.508, 0.284, 0.340, 0.401, 0.268, 0.286, 0.303, 0.302, 0.599, 0.324, 0.305, 0.293, 0.291],
  "de_lowest_kcal_mol": 97.8,
  "smiles": "C[C@@H]1C[C@]1([NH3+])NN",
  "homo_lumo_gap_ev": 11.0,
  "homo_ha": -0.5185,
  "total_charge": 1
}

---

{
  "formula": "C8H36F6O10P",
  "method": "ωB97M-V/def2-TZVPD",
  "elements": ["P", "F", "F", "F", "F", "F", "F", "C", "C", "O", "H", "H", "H", "H", "H", "H", "C", "C", "O", "H", "H", "H", "H", "H", "H", "C", "C", "O", "H", "H", "H", "H", "H", "H", "C", "C", "O", "H", "H", "H", "H", "H", "H", "O", "H", "H", "O", "H", "H", "O", "H", "H", "O", "H", "H", "O", "H", "H", "O", "H", "H"],
  "xyz": [[-0.6236, -0.6434, -0.4307], [-1.1485, 0.2412, -1.6389], [-1.7666, -0.0270, 0.4701], [-1.6997, -1.7543, -0.9808], [-0.1744, -1.6093, 0.8313], [0.4950, -1.3753, -1.3764], [0.5189, 0.4090, 0.0057], [-2.5918, 1.0996, 3.2883], [-3.2716, 2.0875, 2.2913], [-2.4168, 3.1548, 2.0691], [-2.5421, 1.7248, 4.1798], [-1.5784, 0.8275, 2.9930], [-3.2007, 0.2250, 3.5171], [-4.1595, 2.5094, 2.7623], [-3.4638, 1.4958, 1.3963], [-2.9434, 3.9181, 2.3174], [0.9676, -1.1381, -4.3032], [1.5901, -1.7415, -5.6005], [0.6538, -1.7966, -6.6816], [1.7459, -0.7765, -3.6310], [0.3292, -1.8721, -3.8114], [0.4014, -0.2285, -4.5035], [1.8699, -2.7838, -5.4477], [2.5566, -1.3613, -5.9311], [1.0977, -1.6726, -7.5238], [1.5903, -1.1025, 3.5027], [2.4967, -1.6342, 2.4442], [3.1928, -2.7413, 2.9788], [1.2862, -1.8660, 4.2187], [0.7692, -0.5375, 3.0616], [2.1936, -0.4275, 4.1097], [3.2308, -0.9251, 2.0615], [1.8450, -1.8799, 1.6057], [2.6052, -3.4772, 3.1656], [3.6875, 3.1461, 2.1628], [2.2439, 3.0719, 2.0725], [1.8019, 4.0078, 1.0378], [4.0286, 3.8865, 2.8864], [4.1137, 3.1730, 1.1599], [4.0113, 2.2472, 2.6874], [1.7891, 3.2379, 3.0491], [1.9536, 2.0752, 1.7404], [0.8928, 3.8630, 0.7655], [-2.1387, -4.3336, -1.0984], [-1.2953, -4.7833, -1.0467], [-1.9217, -3.4056, -1.0089], [-0.7280, 3.6350, -0.0608], [-0.6626, 2.7654, -0.4555], [-1.3211, 3.5177, 0.6813], [-3.9008, -0.9902, -2.4508], [-3.0498, -1.1512, -2.0431], [-4.2610, -1.8632, -2.6071], [2.8345, -2.1465, -0.6467], [3.0257, -3.0786, -0.7504], [2.0318, -2.0087, -1.1496], [-1.0685, 2.7641, -3.7568], [-1.5270, 2.3739, -3.0128], [-1.2473, 2.1712, -4.4867], [-2.9846, -2.3038, 1.9999], [-2.3732, -1.8301, 1.4359], [-3.7897, -2.3621, 1.4854]],
  "mulliken_charge": [1.357, -0.317, -0.351, -0.372, -0.425, -0.479, -0.290, -0.854, -0.120, -0.573, 0.408, -0.041, 0.298, 0.484, 0.000, 0.272, -0.520, -0.482, -0.526, 0.300, 0.153, 0.167, 0.252, 0.372, 0.291, -0.620, 0.191, -0.598, 0.418, -0.141, 0.301, 0.192, -0.028, 0.324, -1.288, 0.544, -0.554, 0.339, 0.322, 0.334, 0.240, -0.230, 0.379, -0.710, 0.307, 0.410, -0.813, 0.292, 0.528, -0.706, 0.381, 0.292, -0.630, 0.274, 0.381, -0.655, 0.334, 0.296, -0.714, 0.300, 0.309],
  "de_lowest_kcal_mol": 29.2,
  "homo_lumo_gap_ev": 9.7,
  "homo_ha": -0.2606,
  "total_charge": -1
}

---

{
  "formula": "C25H24HfN2O9",
  "method": "ωB97M-V/def2-TZVPD",
  "elements": ["Hf", "C", "C", "C", "C", "C", "C", "C", "C", "C", "C", "H", "H", "H", "H", "H", "H", "H", "H", "H", "H", "H", "H", "H", "H", "H", "O", "C", "O", "C", "C", "C", "C", "C", "C", "O", "N", "O", "O", "N", "O", "O", "H", "H", "C", "C", "O", "C", "C", "C", "C", "C", "C", "O", "H", "H", "H", "H", "H", "H", "H"],
  "xyz": [[0.7296, -0.6339, 0.4619], [0.4237, -0.4846, 3.1248], [-0.7210, -1.0875, 2.6056], [-0.3265, -2.2790, 1.9462], [1.0772, -2.3997, 2.0674], [1.5489, -1.2574, 2.7647], [2.9684, -1.0329, 3.1884], [1.8726, -3.6138, 1.7177], [-1.2382, -3.3247, 1.3879], [-2.1241, -0.5986, 2.7389], [0.4537, 0.7083, 4.0117], [3.1842, 0.0207, 3.3704], [3.6787, -1.3798, 2.4362], [3.1859, -1.5737, 4.1128], [1.7393, -4.3836, 2.4834], [2.9378, -3.3931, 1.6495], [1.5637, -4.0390, 0.7622], [-1.4781, -4.0632, 2.1583], [-0.7845, -3.8510, 0.5488], [-2.1779, -2.8985, 1.0330], [-2.5916, -1.0031, 3.6403], [-2.7292, -0.9042, 1.8864], [-2.1827, 0.4898, 2.8034], [0.3300, 0.3950, 5.0506], [-0.3552, 1.4096, 3.7859], [1.3945, 1.2574, 3.9431], [0.5504, -2.3642, -0.9941], [1.5683, -1.7672, -1.4699], [2.4835, -1.3942, -0.6516], [1.3519, -1.0291, -2.7741], [1.1511, -1.5846, -4.0065], [0.6736, -0.7595, -5.0133], [0.3430, 0.5488, -4.7948], [0.5150, 1.0824, -3.5305], [1.0053, 0.3346, -2.4668], [1.1198, 0.7349, -1.2304], [0.0726, 2.4941, -3.3454], [-0.6260, 2.9822, -4.2101], [0.5136, 3.0980, -2.3917], [0.4651, -1.3267, -6.3694], [0.1241, -0.5742, -7.2552], [0.6614, -2.5163, -6.5113], [1.3542, -2.6283, -4.2091], [-0.0523, 1.1588, -5.5916], [0.7024, 3.6263, 1.3258], [0.1216, 2.3014, 0.9643], [0.8336, 1.3133, 1.2302], [-1.1732, 2.1853, 0.3012], [-1.8985, 3.3875, 0.1281], [-3.0437, 3.4465, -0.6162], [-3.4832, 2.2754, -1.2560], [-2.8202, 1.0834, -1.0997], [-1.6833, 0.9942, -0.2910], [-1.1378, -0.2031, -0.1522], [1.7082, 3.4731, 1.7049], [0.0984, 4.1232, 2.0886], [0.7345, 4.2658, 0.4432], [-1.5289, 4.2960, 0.5875], [-3.5769, 4.3797, -0.7366], [-4.3575, 2.3067, -1.8957], [-3.1493, 0.1760, -1.5901]],
  "mulliken_charge": [1.711, 0.886, 0.885, 0.374, 0.969, 0.604, -2.022, -1.536, -1.680, -1.810, -1.736, 0.418, 0.413, 0.345, 0.347, 0.349, 0.324, 0.340, 0.322, 0.355, 0.370, 0.338, 0.409, 0.316, 0.334, 0.391, -0.542, 1.080, -0.715, 0.316, -0.768, -0.349, -0.405, -0.391, 0.631, -0.906, 1.105, -0.662, -0.537, 1.041, -0.624, -0.635, 0.583, 0.634, -2.090, 1.580, -1.066, 1.291, -1.365, -0.919, -0.512, -0.698, 0.301, -0.498, 0.379, 0.455, 0.467, 0.414, 0.433, 0.445, 0.510],
  "de_lowest_kcal_mol": 13.9,
  "homo_lumo_gap_ev": 7.7,
  "homo_ha": -0.3136,
  "total_charge": 0
}

---

{
  "formula": "C6H12ClN",
  "method": "ωB97M-V/def2-TZVPD",
  "elements": ["C", "N", "C", "Cl", "H", "H", "H", "H", "C", "C", "C", "C", "H", "H", "H", "H", "H", "H", "H", "H"],
  "xyz": [[-0.1933, 3.0792, -0.6327], [0.4857, 2.0461, -1.4871], [0.0695, 1.1052, -2.1989], [-1.5327, 0.3648, -2.2359], [-0.8796, 2.5252, -0.0676], [-0.6289, 4.0632, -1.0345], [0.6672, 3.2998, 0.0018], [0.5963, 0.5072, -2.8805], [-0.2403, 0.0841, 1.3076], [0.7470, -0.2206, 0.4556], [0.6552, -1.5813, -0.2398], [1.9908, 0.6042, 0.2840], [-1.0393, -0.7089, 1.4972], [-0.2618, 1.1090, 1.5478], [0.9396, -2.3287, 0.5302], [1.1642, -1.6318, -1.1647], [-0.4670, -1.8332, -0.1941], [2.7795, 0.1409, 0.9965], [1.8949, 1.6634, 0.3440], [2.3012, 0.4521, -0.7802]],
  "mulliken_charge": [-0.739, -0.326, -0.077, -0.189, 0.314, 0.282, 0.260, 0.456, -1.040, 0.864, -1.432, -1.005, 0.235, 0.420, 0.429, 0.325, 0.326, 0.282, 0.312, 0.304],
  "de_lowest_kcal_mol": 76.2,
  "smiles": "C/N=C\\Cl.C=C(C)C",
  "homo_lumo_gap_ev": 9.7,
  "homo_ha": -0.3275,
  "total_charge": 0
}